Here is a structure of composition C30H42BaBrClN2P2 from OMol25. Energies are from ωB97M-V with the def2-TZVPD basis set.

Last column: Mulliken charge in e.
CARTESIAN COORDINATES (ANGSTROEM)
1 C 4.7632 0.0705 -2.1673  -0.58
2 C 0.2582 -3.0266 2.1142  -0.77
3 H -2.5994 5.5021 -1.9865  0.35
4 C 7.1190 0.1520 -3.2764  0.48
5 C 0.9375 -4.2375 2.1080  -0.24
6 H -2.4541 -0.4217 -0.9618  0.52
7 C 2.7146 5.8627 -2.7585  -1.36
8 N 2.1806 -1.9013 1.1793  0.07
9 H 0.8305 3.7998 0.5606  -0.22
10 H -2.9931 -3.2143 -4.0663  0.41
11 C -2.2936 0.4479 -1.6158  -0.19
12 C 2.1444 4.8554 -1.7524  1.07
13 C 7.2980 1.2110 -4.1879  -0.43
14 H 8.2547 1.8191 -6.0173  0.37
15 H 2.5961 6.8941 -2.4098  0.41
16 H -3.0678 -1.6442 -4.8469  0.37
17 C -0.6767 4.5006 -2.3453  0.87
18 H -2.3863 4.8754 -3.6264  0.38
19 H -1.3266 -2.4280 -2.4246  0.48
20 H -0.8928 4.2031 0.3697  0.30
21 H 9.4049 -1.9409 -4.6858  0.38
22 P -1.2471 -0.1165 -2.9506  1.27
23 H 0.6820 2.1084 -2.8512  -0.18
24 H 7.8369 -1.8218 -2.7302  0.42
25 C -3.6216 1.0790 -2.0158  -1.32
26 H -1.0802 1.9233 -4.1556  0.27
27 C -1.8679 5.3634 -2.7920  -1.48
28 P 0.4788 5.3783 -1.2088  -0.20
29 H -0.7997 -0.4891 -6.0618  0.33
30 Ba 3.8965 0.7184 0.2260  1.63
31 C 2.6058 -1.1569 -2.0133  -0.06
32 H 2.7674 4.7999 -0.8471  0.46
33 H -0.0825 4.1880 -3.2227  0.27
34 C 2.6210 1.2156 -2.5909  0.11
35 H -3.5109 2.1330 -2.2675  0.29
36 H -0.3828 6.5717 1.2494  0.37
37 C 5.9717 0.1796 -2.3982  0.63
38 H -4.1026 0.5562 -2.8431  0.35
39 H -0.7719 -2.9166 2.4833  0.42
40 H 3.1981 2.1579 -2.7612  0.38
41 Br 0.7813 1.3320 0.1655  -0.76
42 Cl 3.1364 -5.7279 1.5029  -0.18
43 H -0.2632 1.1723 -6.3106  0.43
44 C 7.9541 -0.9776 -3.4057  -0.33
45 C 1.2169 -1.1979 -2.1256  -0.75
46 H 2.0507 3.8542 -2.1905  -1.16
47 N 8.8776 -0.0753 -5.4185  -0.52
48 C -1.3234 0.8911 -4.4529  -0.45
49 H -1.6941 1.1481 -1.0245  0.19
50 H -3.6962 -1.8648 -3.1857  0.32
51 H -1.5406 6.3536 -3.1332  0.42
52 C 0.5199 -0.0493 -2.5415  -0.13
53 H 3.1799 -2.0414 -1.7138  0.48
54 C 8.8053 -1.0481 -4.5190  -0.34
55 C 2.8437 -3.0706 1.1429  -0.41
56 H -2.3758 0.9012 -4.7795  0.65
57 H -0.7504 -2.1540 -4.0646  0.46
58 C -2.9071 -2.1399 -3.8886  -1.36
59 C -0.3776 0.3873 -5.5531  -1.28
60 H -1.0188 3.6071 -1.7931  -0.60
61 H -4.3190 1.0299 -1.1704  0.43
62 H 0.6324 0.1347 -5.1845  0.27
63 H 0.6824 -2.1051 -1.8314  0.35
64 H 0.3895 -0.9228 1.5754  0.38
65 C -1.5200 -1.8415 -3.3367  -0.68
66 C 0.2115 5.6959 1.5169  -1.42
67 H 6.6426 2.0771 -4.1345  0.43
68 H 3.8634 -3.0914 0.7541  0.39
69 H -0.1616 5.3083 2.4626  0.39
70 H 1.2367 6.0315 1.6677  0.34
71 C 2.2403 -4.2656 1.6006  0.18
72 H 3.7804 5.6845 -2.9122  0.40
73 C 0.1193 4.6326 0.4262  0.36
74 C 8.1789 1.0343 -5.2654  -0.32
75 C 0.9081 -1.8876 1.6246  -0.26
76 C 1.2213 1.1827 -2.6786  0.52
77 H 2.2280 5.7854 -3.7359  0.33
78 C 3.3181 0.0139 -2.3412  -1.86
79 H 0.4837 -5.1589 2.4730  0.45

Cartesian forces (eV/Å) of the 2 atoms listed first:
1.90 -0.02 -1.65
0.04 0.54 -0.19

* F_max: 2.69 eV/Å
* orbital gap: 5.11 eV
* total charge: +2
* molecular weight: 745.3 Da
* energy above the lowest of the compared OMol25 structures with the same formula, charge and spin: 0.0 kcal per mole

Here is a structure of composition C30H42F4IN6O3Sc from OMol25. Energies are from ωB97M-V with the def2-TZVPD basis set.

Last column: Mulliken charge in e.
CARTESIAN COORDINATES (ANGSTROEM)
1 H 9.7976 12.9509 14.5946  0.54
2 H 12.3944 9.9751 11.0527  -0.47
3 H 13.0795 12.4500 13.4734  0.47
4 H 15.8464 11.0601 14.6415  0.30
5 C 12.6764 14.6347 7.1153  -0.95
6 H 14.3340 6.8810 10.9455  0.45
7 H 10.2020 6.3670 10.2094  0.48
8 H 11.7701 17.2879 9.6712  0.46
9 C 12.4363 12.4744 6.0680  -0.98
10 H 10.8891 12.6843 4.8163  0.32
11 N 12.2413 10.0617 12.0598  1.19
12 H 13.1244 14.9683 6.1905  0.41
13 H 6.2218 8.9967 16.0816  0.52
14 H 12.1990 8.8474 13.7639  0.61
15 C 6.5276 11.1498 13.5249  0.31
16 C 11.6488 6.8660 8.6790  -0.93
17 H 10.8474 16.2565 10.7113  0.34
18 C 10.9688 11.7177 8.5705  -3.06
19 C 16.7657 9.2822 13.8077  -1.20
20 H 12.9186 11.5396 6.4229  0.13
21 H 17.6039 9.1488 14.4773  0.43
22 C 10.6884 7.1525 9.6316  -0.27
23 F 5.8041 11.9101 12.7064  -0.31
24 H 16.0042 8.6251 14.2298  0.32
25 H 12.9614 10.6393 12.4517  -0.37
26 F 4.5985 10.3265 14.5309  -0.28
27 H 10.0739 14.6118 14.1769  0.48
28 H 10.1159 14.2974 10.6475  0.46
29 I 8.5979 8.7136 11.1502  0.30
30 F 10.0476 10.3982 14.1166  -0.08
31 H 11.4049 8.1066 12.3726  0.39
32 H 10.8583 11.3003 7.6154  1.52
33 H 13.1864 7.8253 7.5019  0.43
34 O 11.2049 12.0544 5.4692  -0.53
35 C 12.0577 15.3008 9.1466  0.74
36 C 5.9173 10.3714 14.4620  0.05
37 H 16.0107 12.8552 11.8918  0.39
38 F 8.8611 8.9539 16.0599  -0.28
39 H 16.9903 8.9055 12.8144  0.28
40 H 8.6936 14.1720 12.0100  0.12
41 H 11.8529 5.8513 8.4571  0.45
42 N 13.7525 7.7116 10.9287  -0.16
43 C 12.2188 13.3667 7.2660  -0.15
44 C 15.8181 11.8114 11.6185  -0.88
45 H 12.5602 10.0705 8.0451  0.28
46 H 12.3867 13.6202 14.6619  0.34
47 C 12.3248 7.9710 8.1512  -0.98
48 C 8.6593 10.4107 14.2441  0.86
49 H 13.5760 7.1449 12.9837  0.78
50 C 12.2119 8.7690 12.6894  -0.91
51 H 14.9559 12.2732 9.6593  0.68
52 H 7.7290 13.7337 13.5122  0.51
53 C 7.9194 11.2460 13.4083  -0.37
54 C 12.0621 9.2320 8.4989  0.26
55 C 13.5326 8.0765 12.4136  -0.48
56 H 12.6329 16.3562 10.9318  0.29
57 C 11.5890 12.9520 8.5082  2.09
58 N 11.1291 13.1156 13.0582  1.09
59 H 17.2089 11.4138 13.5299  0.44
60 C 12.1588 12.7700 13.9771  -1.43
61 H 14.2882 8.4430 10.3911  0.35
62 C 11.8120 16.3432 10.1982  -1.34
63 H 11.8137 11.9834 14.6187  0.28
64 H 11.6355 15.0106 12.2011  0.10
65 N 8.5441 12.1046 12.4775  0.18
66 C 9.8985 13.6376 13.7376  -1.07
67 H 13.0293 13.0238 5.3728  0.53
68 C 16.3384 10.7669 13.7071  -0.40
69 H 14.6566 10.6446 10.2454  -0.18
70 O 15.3590 10.9682 12.7026  -0.08
71 H 12.5816 13.6044 11.6549  0.73
72 C 8.6196 13.4731 12.8869  -0.75
73 C 10.9864 9.5546 9.3374  -0.41
74 N 10.6618 10.8640 9.6710  0.65
75 Sc 10.1944 11.1687 11.7132  0.28
76 O 10.9124 13.7370 10.7038  0.23
77 C 6.7028 9.6289 15.3412  -0.38
78 H 13.8196 12.1166 10.9357  -0.47
79 C 14.7605 11.6973 10.5316  -0.18
80 C 8.0588 9.6447 15.2252  -0.27
81 C 11.6443 13.9513 11.9913  -1.30
82 C 11.8313 13.9807 9.4773  0.34
83 C 10.2790 8.4489 9.8908  0.13
84 H 16.7559 11.4336 11.2271  0.59
85 H 14.3397 8.7531 12.7279  -0.31
86 H 12.8865 7.5675 10.3378  0.04
87 N 12.5719 15.6546 8.0039  -0.75

Cartesian forces (eV/Å) of the 2 atoms listed first:
-0.17 0.30 -0.16
0.20 0.15 0.20

* F_max: 3.11 eV/Å
* orbital gap: 5.61 eV
* total charge: +2
* molecular weight: 782.6 Da

Here is a structure of composition C30H42MoN4O3Si2Te from OMol25. Energies are from ωB97M-V with the def2-TZVPD basis set.

Last column: Mulliken charge in e.
CARTESIAN COORDINATES (ANGSTROEM)
1 H 2.8820 -2.9243 1.1712  0.71
2 C 1.2034 2.7927 0.1143  -0.75
3 C 2.7646 -2.2081 0.3570  -0.97
4 H -6.1817 3.8392 1.5109  0.46
5 Te 0.7294 -1.6066 0.4947  -0.14
6 Si -1.1904 -3.5520 1.7708  0.08
7 C -0.4416 2.7360 -3.9980  -0.66
8 H 6.0550 -1.7879 -0.1119  0.39
9 C 1.0897 -2.6675 -2.6516  -0.30
10 Mo -0.8493 1.1777 -1.5047  1.15
11 H 2.9909 -2.7237 -0.5748  0.80
12 H 1.7312 3.3789 3.4080  0.52
13 O -2.2164 1.1570 -0.4719  -0.31
14 H -4.7061 4.8670 -0.1642  0.48
15 C -0.0011 -1.8019 -5.0352  -1.00
16 O 0.3126 -0.6910 -1.5247  0.05
17 H 0.4734 3.0342 -4.5220  0.35
18 N -0.2430 1.4392 -3.3505  -0.02
19 H -0.9532 0.7109 1.4313  0.85
20 H 0.1011 4.1697 -2.4485  0.18
21 H -3.3924 -2.3567 1.4700  0.64
22 H 3.9469 0.1662 -1.7288  0.51
23 C -0.0325 -0.9437 -3.9066  0.29
24 H -0.4458 -1.4568 -5.9559  0.52
25 C -0.8030 3.7618 -2.9253  -0.77
26 H 0.2725 2.5428 5.1540  0.18
27 C 0.2192 -2.9337 2.9169  -0.73
28 H 3.5393 0.9902 2.5194  0.47
29 C -0.1671 1.4595 1.3634  -0.54
30 C -5.1265 1.9805 1.5529  -0.85
31 C 1.3090 2.9453 2.5140  -0.30
32 H -3.8844 0.2327 1.3958  0.36
33 Si 3.9425 -0.6668 0.6489  -0.10
34 O -0.3501 -0.0780 3.4621  -0.41
35 H 6.4011 -0.5082 1.0178  0.38
36 H -2.2658 -1.3574 2.3665  0.30
37 C -3.4741 3.1158 -0.4125  0.50
38 H -1.2486 2.6666 -4.7427  0.54
39 H 1.5689 3.0769 -0.8699  0.78
40 H -0.8556 -3.3822 -0.7794  0.56
41 H 1.4710 -3.0452 -1.7167  0.09
42 H 3.8089 1.5077 -0.6322  0.50
43 C -4.5312 3.8476 0.1464  -0.92
44 N -1.5841 3.0734 -1.9188  -0.13
45 C 0.3578 1.9317 2.5600  -0.19
46 H -2.4685 -5.3413 2.9139  0.37
47 C 0.6144 -3.0302 -4.9914  -1.04
48 C 0.4767 -1.4233 -2.6667  2.03
49 H 0.9058 -2.2870 2.3196  0.01
50 H -1.3446 4.6041 -3.3704  0.54
51 H -2.5123 -5.5975 1.1822  0.37
52 C 3.1778 -0.0016 2.2684  -0.17
53 C -2.6270 3.6666 -1.4273  -0.14
54 H 5.7905 -2.0346 1.6046  0.39
55 H 2.3853 0.5227 -0.9977  -0.26
56 N 0.0208 1.5864 4.9610  -0.35
57 C -5.3542 3.2794 1.1050  -0.75
58 C 1.7341 3.3666 1.2559  -1.42
59 H 0.6488 -3.6602 -5.8690  0.48
60 H 0.5370 -4.2402 -0.0456  0.68
61 H 3.4565 -0.6471 3.0986  0.46
62 C 5.7024 -1.3089 0.7978  -1.06
63 C -3.2542 1.7808 0.0544  0.55
64 H -0.2407 1.0254 5.7635  0.29
65 C -0.4563 0.3918 -4.1308  -0.21
66 C -1.8738 -5.2840 2.0068  -1.10
67 C -0.1964 -3.4443 0.0849  -0.75
68 H 0.8292 -3.7216 3.3531  0.42
69 H 2.0828 0.0282 2.2291  -0.60
70 H -5.7716 1.5541 2.3062  0.51
71 N 0.2358 1.8573 0.1537  0.92
72 H 1.6744 -4.4099 -3.7343  0.53
73 C -2.3508 -2.0443 1.5240  -0.84
74 H -0.8384 0.5869 -5.1391  0.53
75 C 3.4691 0.4910 -0.8082  -0.50
76 H -1.0776 -6.0213 2.0968  0.38
77 H -2.1158 -1.5085 0.5867  0.06
78 C -0.0388 1.0744 3.7475  0.28
79 H -2.8941 4.6602 -1.7848  0.47
80 C -4.0748 1.2351 1.0436  -0.25
81 H 2.4817 4.1407 1.1710  0.52
82 H -0.1405 -2.3057 3.7283  0.40
83 C 1.1839 -3.4506 -3.7930  -1.29

Cartesian forces (eV/Å) of the 2 atoms listed first:
-0.13 -0.11 0.14
0.46 0.49 -0.22

* F_max: 3.43 eV/Å
* orbital gap (spin up / spin down): 6.89 / 6.71 eV
* total charge: +4
* molecular weight: 786.4 Da